Entry 1:
C4H8N2O2S | ωB97M-V/def2-TZVPD

The geometry in XYZ format:
```
17
C4H8N2O2S ωB97M-V/def2-TZVPD
H 1.2834 0.1173 1.7590
H 0.5468 -2.4214 1.3964
N -2.1673 0.6665 -0.0134
H -0.9242 0.6932 -1.7932
O -3.2116 0.8585 -0.6219
N 0.2330 0.6037 -0.0827
C 0.5398 -1.7453 0.5856
O -2.1342 0.6513 1.1932
H 1.8545 1.9848 -0.5142
H -0.5324 -0.1559 1.6733
C 0.4313 -0.2044 1.0959
H 1.0524 1.0750 -1.8488
C 1.3817 1.0494 -0.7747
C -0.9533 0.5808 -0.7423
H 2.3073 0.3538 -0.8715
S -1.0820 -2.1932 -0.2510
H 1.3748 -1.9140 -0.1897
```

Summary:
Energy ... -815.181817 hartree
Gap between HOMO and LUMO (alpha / beta) ... 7.30 / 6.64 eV
Highest occupied orbital energy (alpha / beta) ... -0.320 / -0.308 Ha
LUMO level (alpha / beta) ... -0.05190 / -0.06377 Eh
Relative energy (zero: lowest compared OMol25 entry of this formula, charge and spin) ... 141.31 kcal per mole
2S+1 ... 1
Molecular weight ... 148.19 g mol⁻¹



Entry 2:
C4H8N2O2S2 | ωB97M-V/def2-TZVPD

The geometry in XYZ format:
```
18
C4H8N2O2S2 ωB97M-V/def2-TZVPD
H -0.4684 -0.5652 -2.6019
C 0.2879 -0.9428 -1.8580
H 1.2746 -0.9010 -2.1481
H 1.2224 0.1017 2.5038
S -1.4027 -1.0703 0.4723
O -1.7753 2.6992 0.3664
H -2.7179 0.8514 1.3960
N -2.0665 0.4826 0.7321
H 0.3713 1.6975 -1.0038
C 0.0413 -0.2012 -0.4612
S 1.7350 0.9514 1.5593
N -0.2907 1.1732 -0.4816
C -1.3991 1.5936 0.1704
H 1.5291 -1.3430 1.0115
H 0.0173 -1.9758 -1.7047
H 2.6087 -0.6083 -0.2685
C 1.8917 -0.4243 0.5025
O -0.8587 -1.5185 1.8136
```

Summary:
Energy ... -1213.489141 hartree
Gap between HOMO and LUMO ... 8.91 eV
Highest occupied orbital energy ... -0.311 Ha
LUMO level ... 0.01663 Eh
Relative energy (zero: lowest compared OMol25 entry of this formula, charge and spin) ... 84.63 kcal per mole
2S+1 ... 1
Molecular weight ... 180.25 g mol⁻¹



Entry 3:
C4H8N2O3 | ωB97M-V/def2-TZVPD

The geometry in XYZ format:
```
17
C4H8N2O3 ωB97M-V/def2-TZVPD
C 0.6563 -0.4106 1.2520
C -0.5543 0.3332 -1.8300
H 1.0048 -1.2573 -1.9851
H -1.7540 1.7886 1.6033
H -0.2758 1.2998 -1.4064
O -0.4482 1.4238 2.1708
H -0.5833 -1.5458 -0.8814
H 0.1635 -1.2203 1.6088
N -0.2315 0.7004 1.0638
H 1.4969 -0.0855 1.7873
H 2.0036 -1.5346 0.0831
N -1.4753 0.2918 0.4616
O -2.2860 1.4335 0.7580
O -1.1949 0.2655 -2.9086
H 1.9268 0.0988 -0.4243
C 1.3187 -0.6887 -0.1150
C 0.2327 -0.8925 -1.2379
```

Summary:
SMILES ... O=CCCCN([O-])[N-]O
Energy ... -492.126305 hartree
Gap between HOMO and LUMO ... 3.45 eV
Highest occupied orbital energy ... 0.123 Ha
Net charge ... -2
LUMO level ... 0.25016 Eh
Relative energy (zero: lowest compared OMol25 entry of this formula, charge and spin) ... 48.01 kcal per mole
2S+1 ... 1
Molecular weight ... 132.12 g mol⁻¹



Entry 4:
C4H8N2O3 | ωB97M-V/def2-TZVPD

The geometry in XYZ format:
```
17
C4H8N2O3 ωB97M-V/def2-TZVPD
H -2.0028 0.3252 0.0739
N -0.0674 -1.9290 0.2197
H -1.9586 1.4026 1.5037
C -0.0742 0.5585 1.0902
H -0.8967 -1.8506 -0.3636
H 1.9385 -1.2862 0.2198
H 0.3424 -1.4235 2.1515
N -0.2359 -1.0828 1.3857
O 1.8091 0.8635 -1.2453
H -0.4882 0.8378 -2.2004
O -0.2160 -0.0569 -1.9617
H -1.2394 1.9225 -0.0263
C 0.7580 0.0190 -0.9726
C -1.4200 1.0614 0.6207
C 0.9825 -1.1655 -0.2711
H 2.1613 0.6590 -2.1229
O 0.6073 1.1449 1.8988
```

Summary:
SMILES ... CC(=O)NNC=C(O)O
Energy ... -492.303546 hartree
Gap between HOMO and LUMO ... 8.16 eV
Highest occupied orbital energy ... -0.299 Ha
LUMO level ... 0.00033 Eh
Relative energy (zero: lowest compared OMol25 entry of this formula, charge and spin) ... 125.14 kcal per mole
2S+1 ... 1
Molecular weight ... 132.12 g mol⁻¹



Entry 5:
C4H8N2O3 | ωB97M-V/def2-TZVPD

The geometry in XYZ format:
```
17
C4H8N2O3 ωB97M-V/def2-TZVPD
C -0.0736 -1.1260 -1.5580
H -2.3069 0.1634 1.3195
H 1.0871 1.6219 0.6023
C -1.3197 0.5621 1.0596
N 0.0570 0.0349 -0.8926
H -1.0625 1.4795 1.5860
O 1.0511 -1.7700 -1.8923
C 0.8121 -0.3329 0.9296
H -2.1416 0.1786 -0.8675
H 2.6981 0.6575 0.9463
H 1.3249 -1.2364 0.8517
C -1.2017 0.6788 -0.4333
H 1.9247 -1.5815 -1.4771
O -0.3929 -0.4160 1.5593
H -1.0165 1.7975 -0.7524
N 1.6556 0.7893 1.0638
O -1.0953 -1.5007 -2.0449
```

Summary:
Energy ... -492.373856 hartree
Gap between HOMO and LUMO ... 9.66 eV
Highest occupied orbital energy ... -0.343 Ha
LUMO level ... 0.01156 Eh
Relative energy (zero: lowest compared OMol25 entry of this formula, charge and spin) ... 81.01 kcal per mole
2S+1 ... 1
Molecular weight ... 132.12 g mol⁻¹



Entry 6:
C4H8N2O4S4 | ωB97M-V/def2-TZVPD

The geometry in XYZ format:
```
22
C4H8N2O4S4 ωB97M-V/def2-TZVPD
O -0.3822 2.1416 -0.1973
H -2.3881 1.8787 0.2862
H 2.9059 0.5549 -1.8085
C 2.8349 0.0243 -0.8759
H 3.6112 0.6774 -0.2666
H 0.1861 1.2582 2.1453
O 2.0222 2.7366 -0.2723
H -1.9860 -4.3516 -0.2583
C -1.3659 -3.5355 -0.4393
N 0.6583 -0.8185 -0.4160
S -3.6664 1.4095 -0.2390
O -1.5068 -0.1899 -1.4056
H 3.1437 -1.1163 -1.0329
H 1.2394 2.4850 2.3791
C -1.6997 -2.3662 0.0891
N 1.1318 1.6212 1.9030
S -1.0311 -0.6660 -0.1083
H -0.8778 -3.5534 -1.3598
O -1.1671 0.0376 1.1227
S -4.1176 -0.1566 0.8189
S 0.9713 1.8405 0.2190
C 1.4841 0.0888 -0.2838
```

Summary:
Energy ... -2160.192727 hartree
Gap between HOMO and LUMO (alpha / beta) ... 7.32 / 6.59 eV
Highest occupied orbital energy (alpha / beta) ... -0.320 / -0.309 Ha
LUMO level (alpha / beta) ... -0.05093 / -0.06637 Eh
2S+1 ... 1
Molecular weight ... 276.39 g mol⁻¹



Entry 7:
C4H8N2OS | ωB97M-V/def2-TZVPD

The geometry in XYZ format:
```
16
C4H8N2OS ωB97M-V/def2-TZVPD
N -2.2485 -0.6262 -0.0076
H 1.1443 -0.6260 1.4424
H 2.5422 0.6261 0.0686
H -4.0354 -1.1990 -0.0112
H 2.5394 2.2018 -0.5872
N 2.0405 1.4694 -0.0651
H 0.2424 2.2763 -0.6063
C -0.0686 0.2540 -0.0347
O -3.5513 -0.4024 -0.3445
C 0.5083 -0.9804 0.5967
H -1.8896 1.2537 -0.7132
S 1.5268 -1.8423 -0.5475
H 2.3002 -2.4393 0.3576
H -0.2959 -1.6672 1.0069
C 0.7212 1.3594 -0.2809
C -1.4759 0.3421 -0.2741
```

Summary:
SMILES ... N/C=C(/C=N/O)CS
Energy ... -740.077878 hartree
Gap between HOMO and LUMO ... 8.39 eV
Highest occupied orbital energy ... -0.281 Ha
LUMO level ... 0.02772 Eh
Relative energy (zero: lowest compared OMol25 entry of this formula, charge and spin) ... 52.80 kcal per mole
2S+1 ... 1
Molecular weight ... 132.19 g mol⁻¹



Entry 8:
C4H8N2OS | ωB97M-V/def2-TZVPD

The geometry in XYZ format:
```
16
C4H8N2OS ωB97M-V/def2-TZVPD
S -0.0842 -2.1260 2.2754
N 0.0145 -2.3812 -0.3409
C -1.1583 0.3340 -0.3543
H 0.2596 0.3876 1.4371
O -1.4401 -0.0840 -1.4656
C 1.5646 0.2195 -0.1675
C 0.0573 -1.5572 0.7592
N -1.9262 1.0959 0.4031
H -0.0753 -3.3463 -0.4717
H 1.6670 1.3518 -0.0476
H -0.1938 -1.6264 -1.1938
H 2.3245 -0.3285 0.4178
H -2.1226 0.7480 1.3501
H -2.7979 1.2185 -0.0732
H 1.5971 0.0002 -1.3107
C 0.2178 -0.0841 0.4417
```

Summary:
SMILES ... C[C@@H](C(N)=O)C(N)=S
Energy ... -740.141397 hartree
Gap between HOMO and LUMO ... 8.82 eV
Highest occupied orbital energy ... -0.307 Ha
LUMO level ... 0.01679 Eh
Relative energy (zero: lowest compared OMol25 entry of this formula, charge and spin) ... 12.94 kcal per mole
2S+1 ... 1
Molecular weight ... 132.19 g mol⁻¹